(1)
Formula: C3H3N5
Source: the Open Molecules 2025 dataset
Level of theory: wB97M-V/def2-TZVPD

Atoms and positions in Å:
1 C 0.1869 0.4424 1.0385
2 C 0.8850 0.7333 -1.0549
3 C -0.6836 -0.9003 -1.0151
4 H -0.7918 0.5960 2.6086
5 H 1.5240 1.1351 -1.7599
6 H -1.4948 -1.4217 -1.5539
7 N -0.4487 1.1367 1.8292
8 N 1.1231 0.8782 0.2068
9 N -0.1596 0.0145 -1.6894
10 N -0.3092 -1.6207 0.2097
11 N 0.1687 -0.9935 1.1805

The gap between HOMO and LUMO comes out at 8.686 eV. The calculation puts the energy above the lowest of the compared OMol25 structures with the same formula, charge and spin at 52.97 kcal per mole.

---

(2)
Formula: C4H5NO
Source: the Open Molecules 2025 dataset
Level of theory: wB97M-V/def2-TZVPD

Atoms and positions in Å:
1 O -0.7299 1.2601 -1.4032
2 C -0.2976 0.5660 -0.3634
3 C -0.8338 -0.7398 0.1334
4 C 0.3691 -1.4260 0.7863
5 C 1.3004 -0.4536 0.8137
6 N 0.8547 0.7965 0.1877
7 H -1.3246 -1.3561 -0.6308
8 H -1.6164 -0.5695 0.9041
9 H -1.3716 0.6541 -1.7881
10 H 2.3454 -0.4317 1.1012
11 H 1.3044 1.7000 0.2590

The gap between HOMO and LUMO comes out at 7.359 eV. The calculation puts the energy above the lowest of the compared OMol25 structures with the same formula, charge and spin at 87.23 kcal per mole.

---

(3)
Formula: C6H12NO
Source: the Open Molecules 2025 dataset
Level of theory: wB97M-V/def2-TZVPD

Atoms and positions in Å:
1 C -2.8213 0.2544 0.2893
2 O -4.0910 -0.0454 -0.0010
3 C -1.8194 -0.4140 -0.6908
4 C -0.3643 -0.0304 -0.5137
5 C 0.4986 -0.6338 0.6434
6 C 1.7887 -0.2067 0.7536
7 N 2.6761 -0.0957 -0.3758
8 C 3.8486 0.7541 -0.0101
9 H -2.6365 1.3577 0.3124
10 H -2.5262 -0.1688 1.2966
11 H -2.1674 -0.0924 -1.6879
12 H -2.0476 -1.4828 -0.7935
13 H 0.1126 0.2241 -1.4544
14 H -0.4331 0.6769 0.3563
15 H 0.1304 -1.6261 0.8627
16 H 2.2840 -0.1334 1.7270
17 H 1.7997 0.6653 -0.2134
18 H 4.5014 0.1274 0.6109
19 H 3.5166 1.7303 0.3190
20 H 4.2797 0.9482 -0.9956

The gap between HOMO and LUMO comes out at 5.358 eV. Its charge is -1. The calculation puts the energy above the lowest of the compared OMol25 structures with the same formula, charge and spin at 138.25 kcal per mole.

---

(4)
Formula: C5H8O2
Source: the Open Molecules 2025 dataset
Level of theory: wB97M-V/def2-TZVPD

Atoms and positions in Å:
1 C 0.8914 -0.9920 -0.9419
2 C -0.0299 -0.2174 -0.0314
3 C 0.1483 -0.5772 1.4329
4 C -0.0653 1.2774 -0.3471
5 C -1.5722 1.0861 -0.3005
6 O -2.5614 1.7536 -0.2853
7 O -1.4763 -0.2835 -0.3323
8 H 0.6526 -0.8114 -1.9946
9 H 1.9000 -0.6020 -0.7432
10 H 0.8899 -2.0653 -0.7420
11 H -0.5076 0.0320 2.0651
12 H -0.1187 -1.6304 1.5774
13 H 1.1890 -0.4247 1.7404
14 H 0.4767 1.9778 0.2847
15 H 0.1967 1.4564 -1.3971

The gap between HOMO and LUMO comes out at 11.174 eV. The calculation puts the energy above the lowest of the compared OMol25 structures with the same formula, charge and spin at 6.75 kcal per mole.

---

(5)
Formula: C28H33BrN6O4Tl
Source: the Open Molecules 2025 dataset
Level of theory: wB97M-V/def2-TZVPD

Atoms and positions in Å:
1 Tl 0.1690 0.1737 -0.1027
2 O -0.4684 -1.9233 -0.9987
3 C 0.3774 -3.0018 -0.8781
4 C 0.7809 -3.7319 -1.9869
5 C 1.5936 -4.8441 -1.8266
6 C 2.0027 -5.2451 -0.5586
7 C 1.5861 -4.5182 0.5400
8 C 0.7878 -3.3815 0.3990
9 C 0.3638 -2.6717 1.6019
10 N -0.1600 -1.5182 1.6039
11 C -0.6401 -0.9367 2.8684
12 C -0.1154 0.4862 2.9950
13 N -0.6365 1.1771 1.8223
14 C -1.3599 2.2270 1.8926
15 C -2.1428 2.7302 0.7923
16 C -2.7535 3.9932 0.9289
17 C -3.6041 4.4883 -0.0254
18 C -3.8759 3.6967 -1.1491
19 C -3.2888 2.4594 -1.3072
20 C -2.4125 1.9249 -0.3406
21 O -1.9276 0.7080 -0.5372
22 H 0.4399 -3.4312 -2.9723
23 H 1.8963 -5.4106 -2.6994
24 H 2.6242 -6.1216 -0.4315
25 H 1.8782 -4.8282 1.5390
26 H 0.5008 -3.2082 2.5455
27 H -0.3457 -1.5307 3.7361
28 H -1.7271 -0.9076 2.8152
29 H 0.9699 0.4740 2.9515
30 H -0.4371 0.9329 3.9380
31 H -1.4605 2.7369 2.8549
32 H -2.5363 4.5783 1.8188
33 H -4.0654 5.4608 0.0927
34 H -4.5600 4.0631 -1.9080
35 H -3.5180 1.8391 -2.1678
36 N -1.5054 -0.9719 -3.6858
37 C -0.3866 -0.0768 -3.3942
38 C 0.9439 -0.7187 -3.7822
39 C 2.0684 0.0355 -3.0734
40 N 2.0052 -0.1588 -1.6049
41 C 2.0176 1.5226 -3.4286
42 C 0.6749 2.1861 -3.2344
43 N 0.4718 2.4119 -1.7712
44 C -0.4449 1.3589 -3.8989
45 H -0.8426 -1.8682 -1.9162
46 H -1.5089 -1.2734 -4.6522
47 H -2.3932 -0.5111 -3.5101
48 H -0.3937 0.0321 -2.3277
49 H 1.0875 -0.6272 -4.8641
50 H 0.9694 -1.7840 -3.5322
51 H 3.0382 -0.3211 -3.4227
52 H 2.6763 0.4646 -1.1306
53 H 2.2627 -1.1084 -1.3389
54 H 2.3134 1.6259 -4.4743
55 H 2.7653 2.0581 -2.8311
56 H 0.6985 3.1598 -3.7253
57 H -0.3889 2.9273 -1.6265
58 H 1.2349 2.9900 -1.4273
59 H -0.2940 1.3875 -4.9828
60 H -1.4196 1.8077 -3.6815
61 Br 4.8473 -2.2177 5.1288
62 C 4.9749 -0.7604 3.9387
63 C 6.0286 0.1364 4.0416
64 N 6.1582 1.1829 3.2240
65 C 5.2323 1.3599 2.2791
66 C 4.1435 0.5113 2.1174
67 C 4.0155 -0.5744 2.9699
68 C 3.1360 0.7716 1.0395
69 O 3.3868 1.5964 0.1507
70 O 2.0297 0.0863 1.1510
71 H 6.7894 0.0090 4.8041
72 H 5.3530 2.2133 1.6214
73 H 3.1808 -1.2554 2.8637

The gap between HOMO and LUMO comes out at 7.708 eV. Its charge is +1. The calculation puts the energy above the lowest of the compared OMol25 structures with the same formula, charge and spin at 13.00 kcal per mole.

---

(6)
Formula: C40H94N6O7
Source: the Open Molecules 2025 dataset
Level of theory: wB97M-V/def2-TZVPD

Atoms and positions in Å:
1 C 31.7618 2.7839 31.3407
2 C 32.9939 2.8373 30.4134
3 C 34.2384 2.3056 31.1958
4 C 35.4142 1.9266 30.3071
5 C 34.9493 0.8137 29.3047
6 C 33.6781 1.2663 28.4548
7 N 32.6932 1.8799 29.3070
8 O 31.5045 2.1579 28.6152
9 C 34.0124 2.2531 27.3205
10 C 33.1755 -0.1077 27.8945
11 C 33.2870 4.2491 29.9787
12 H 31.6127 1.7472 31.6423
13 H 30.8894 3.2295 30.8626
14 H 31.9073 3.2845 32.2979
15 H 34.6664 3.1063 31.7990
16 H 33.9480 1.5098 31.8816
17 H 36.2414 1.5378 30.9010
18 H 35.8529 2.7858 29.7998
19 H 34.7039 -0.1432 29.7652
20 H 35.7235 0.5968 28.5687
21 H 35.0474 2.1301 27.0015
22 H 33.4245 2.0096 26.4355
23 H 33.9038 3.3215 27.5072
24 H 32.8961 -0.8223 28.6687
25 H 32.2112 -0.0768 27.3872
26 H 33.9069 -0.5436 27.2140
27 H 34.2008 4.3967 29.4032
28 H 33.3419 4.9740 30.7908
29 H 32.4874 4.6659 29.3663
30 H 30.9908 1.3614 28.7679
31 C 25.0055 2.0060 26.6002
32 C 24.9746 3.1347 27.6712
33 C 24.6567 2.4934 29.0441
34 C 24.9824 3.4100 30.2976
35 C 26.3610 4.0084 30.1642
36 C 26.6526 4.7408 28.8153
37 N 26.3201 3.7807 27.7151
38 O 26.6664 4.3320 26.5211
39 C 25.8934 6.0920 28.8607
40 C 28.1729 5.0857 28.7730
41 C 23.8106 4.0921 27.3331
42 H 24.0868 1.4202 26.5675
43 H 25.9129 1.4055 26.5353
44 H 24.9289 2.4706 25.6172
45 H 23.5972 2.2398 29.0787
46 H 25.2102 1.5595 29.1417
47 H 24.8520 2.8673 31.2338
48 H 24.2508 4.2090 30.4176
49 H 27.1024 3.2130 30.2405
50 H 26.6060 4.6420 31.0166
51 H 25.8146 6.5192 27.8610
52 H 24.8439 5.9758 29.1314
53 H 26.3280 6.8630 29.4969
54 H 28.4678 5.8429 29.4994
55 H 28.7606 4.2061 29.0357
56 H 28.5508 5.3896 27.7968
57 H 24.2241 4.8763 26.6989
58 H 23.3512 4.6286 28.1633
59 H 22.9838 3.5879 26.8328
60 H 27.5668 4.0696 26.3161
61 C 30.6131 -4.2329 28.5296
62 C 31.1035 -4.8131 27.1985
63 C 29.8640 -4.8858 26.2750
64 C 30.2062 -5.1969 24.8189
65 C 31.1774 -4.0608 24.3574
66 C 32.5055 -3.8824 25.2093
67 N 32.1745 -3.9238 26.6304
68 O 33.2990 -3.6990 27.4543
69 C 33.3926 -5.0422 24.7931
70 C 33.0940 -2.5141 24.8850
71 C 31.6217 -6.2053 27.4441
72 H 30.3730 -3.1697 28.5363
73 H 31.3240 -4.4494 29.3270
74 H 29.7638 -4.7393 28.9882
75 H 29.2208 -5.6952 26.6203
76 H 29.3031 -3.9538 26.3442
77 H 29.2713 -5.1693 24.2592
78 H 30.6762 -6.1781 24.7521
79 H 30.6189 -3.1287 24.2710
80 H 31.4214 -4.2542 23.3129
81 H 33.8409 -4.6976 23.8613
82 H 34.2145 -5.3108 25.4568
83 H 32.8291 -5.9572 24.6105
84 H 32.4986 -1.6600 25.2079
85 H 34.0338 -2.2783 25.3844
86 H 33.1901 -2.3607 23.8102
87 H 32.4348 -6.0548 28.1543
88 H 32.0211 -6.6622 26.5387
89 H 30.8842 -6.8783 27.8813
90 H 32.9911 -2.9228 27.9281
91 C 29.5525 -1.1442 34.3257
92 C 28.9200 -1.9245 33.1272
93 C 29.9214 -2.3006 32.0934
94 O 30.5377 -1.1456 31.5900
95 C 31.9624 -1.2903 31.4860
96 N 28.2546 -3.0965 33.6804
97 H 30.1142 -1.7330 35.0509
98 H 28.6743 -0.8123 34.8795
99 H 30.0080 -0.1934 34.0489
100 H 28.1531 -1.3240 32.6379
101 H 29.4516 -2.9093 31.3208
102 H 30.6177 -3.0126 32.5364
103 H 32.3813 -1.2811 32.4923
104 H 32.4204 -0.4548 30.9567
105 H 32.3684 -2.1771 30.9993
106 H 27.6050 -3.5690 33.0681
107 H 27.6273 -2.9386 34.4561
108 C 24.0735 -4.7743 26.4873
109 C 24.9928 -4.1708 25.4680
110 C 26.3612 -3.6907 26.1180
111 O 26.0000 -2.5600 26.9163
112 C 26.7838 -1.4051 26.7268
113 N 25.0782 -5.2127 24.4689
114 H 24.4238 -5.5898 27.1200
115 H 23.1368 -4.9899 25.9734
116 H 23.7180 -4.0040 27.1717
117 H 24.5933 -3.3336 24.8956
118 H 27.0238 -3.4065 25.3005
119 H 26.7817 -4.4424 26.7859
120 H 26.4332 -0.6950 27.4758
121 H 26.5900 -1.0402 25.7181
122 H 27.8460 -1.5838 26.8942
123 H 24.1574 -5.5013 24.1707
124 H 25.3883 -6.0636 24.9160
125 C 27.2283 5.8154 23.4729
126 C 28.2826 4.9325 22.7519
127 C 28.5154 3.5637 23.4646
128 O 28.9939 3.6955 24.7794
129 C 29.4060 2.4632 25.3117
130 N 27.8199 4.6137 21.4148
131 H 26.8910 6.6903 22.9171
132 H 27.4997 6.1650 24.4690
133 H 26.2554 5.3241 23.4797
134 H 29.1401 5.5882 22.6010
135 H 29.2576 3.0469 22.8563
136 H 27.5716 3.0262 23.5569
137 H 30.3066 2.1784 24.7677
138 H 28.7087 1.6483 25.1173
139 H 29.8342 2.6636 26.2939
140 H 28.5896 4.3537 20.8147
141 H 27.4338 5.4260 20.9552
142 C 28.7970 0.3034 29.0989
143 O 29.9730 -0.4402 29.1243
144 H 28.6811 0.7966 28.1337
145 H 27.8972 -0.2750 29.3084
146 H 28.8172 1.1802 29.7461
147 H 30.1426 -0.8977 29.9511

The gap between HOMO and LUMO comes out at 8.420 eV. The calculation puts the energy above the lowest of the compared OMol25 structures with the same formula, charge and spin at 26.24 kcal per mole.